Record 1
# C24H60N4O12STi

C24H60N4O12STi as an isolated structure (the ωB97M-V functional and the def2-TZVPD basis, the Open Molecules 2025 dataset).

For the HOMO energy (alpha / beta), the calculation gives -1.68 / -4.87 eV. The calculation puts the largest force on an atom at 5.4 eV/A. Its charge is -1. As for the multiplicity: 4. The value obtained for the total energy is -3319.6528 hartree. For the lowest unoccupied orbital energy (alpha / beta), the calculation gives 2.100 / 2.027 eV. Its expectation value of S² is 3.752.

Atoms and positions in Å:
Ti  -0.27  0.16  -1.76
S  -1.47  0.55  0.88
O  -0.87  1.37  1.95
O  -2.83  0.21  1.35
O  -1.70  1.43  -0.29
O  -0.68  -0.62  0.46
C  -3.14  -6.86  -1.34
O  -1.96  -6.16  -1.58
C  -2.12  -4.76  -1.55
C  -2.48  -4.17  -0.19
N  -1.32  -3.53  0.48
C  -0.13  -4.29  0.67
C  1.13  -3.58  1.28
O  2.19  -4.49  1.74
C  1.98  -5.38  2.82
H  -3.14  -7.94  -1.46
H  -3.90  -6.55  -2.07
H  -3.65  -6.74  -0.38
H  -3.01  -4.69  -2.17
H  -1.26  -4.31  -2.05
H  -2.87  -5.03  0.36
H  -3.26  -3.42  -0.30
H  -1.19  -2.53  0.55
H  0.23  -4.67  -0.29
H  -0.43  -5.02  1.41
H  0.75  -3.06  2.16
H  1.30  -2.70  0.66
H  2.75  -5.21  3.57
H  2.12  -6.40  2.47
H  0.98  -5.32  3.24
C  2.04  4.71  -0.05
O  1.89  4.05  -1.31
C  2.70  2.85  -1.41
C  2.72  2.06  -2.66
N  1.32  1.60  -2.90
C  1.25  0.96  -4.25
C  1.85  -0.37  -4.19
O  1.35  -1.18  -3.11
C  1.77  -2.59  -3.24
H  3.08  4.95  0.18
H  1.51  4.19  0.74
H  1.64  5.70  -0.27
H  2.57  2.23  -0.52
H  3.74  3.18  -1.31
H  3.36  1.18  -2.66
H  3.05  2.77  -3.42
H  0.59  2.27  -2.72
H  1.67  1.70  -4.94
H  0.23  0.76  -4.56
H  2.94  -0.31  -4.10
H  1.53  -0.92  -5.07
H  1.46  -2.96  -4.22
H  1.21  -3.13  -2.48
H  2.82  -2.72  -2.97
C  -3.15  -1.18  -3.03
O  -2.46  -0.04  -3.43
C  -3.18  1.11  -3.18
C  -2.31  2.32  -3.58
N  -1.36  2.63  -2.55
C  -1.21  4.03  -2.21
C  -2.50  4.77  -1.68
O  -2.02  6.05  -1.28
C  -3.12  6.68  -0.65
H  -4.24  -1.19  -3.14
H  -2.95  -1.65  -2.07
H  -2.78  -1.85  -3.80
H  -3.60  1.30  -2.19
H  -4.03  0.98  -3.85
H  -2.90  3.13  -4.00
H  -1.80  1.93  -4.47
H  -1.62  2.25  -1.64
H  -0.84  4.48  -3.13
H  -0.40  4.00  -1.47
H  -2.95  4.00  -1.06
H  -3.34  4.74  -2.37
H  -2.79  7.65  -0.28
H  -3.53  6.15  0.22
H  -3.81  6.93  -1.45
C  2.91  3.24  3.75
O  3.48  2.42  2.82
C  2.49  1.50  2.27
C  1.90  0.48  3.33
N  0.92  1.19  4.27
C  0.06  0.34  5.04
C  0.92  -0.37  6.05
O  1.51  -1.54  5.30
C  2.56  -2.03  6.08
H  3.49  4.15  3.93
H  3.01  2.65  4.66
H  1.86  3.44  3.52
H  2.86  0.86  1.47
H  1.65  1.98  1.79
H  2.69  0.11  3.98
H  1.39  -0.35  2.83
H  0.27  1.38  3.51
H  -0.52  -0.34  4.42
H  -0.78  0.86  5.51
H  0.38  -0.45  6.99
H  1.66  0.38  6.32
H  3.20  -1.21  6.40
H  2.94  -3.03  5.87
H  2.02  -2.14  7.02


Record 2
# C24H60N4O8

A 4-piece molecular cluster, C24H60N4O8 overall (the ωB97M-V functional and the def2-TZVPD basis, the Open Molecules 2025 dataset).

For the HOMO energy, the calculation gives -8.23 eV. The calculation puts the energy above the lowest of the compared OMol25 structures with the same formula, charge and spin at 134.0 kcal per mole. The calculation puts the largest force on an atom at 1.9 eV/A. As for the multiplicity: 1. The value obtained for the total energy is -1771.1074 hartree. For the lowest unoccupied orbital energy, the calculation gives 0.678 eV. Its SMILES is COCCNCCOC.COCCNCCOC.COCCNCCOC.COCCNCCOC.

Atoms and positions in Å:
C  -0.50  14.12  24.80
O  -1.31  15.12  25.41
C  -2.35  15.50  24.51
C  -3.31  16.48  25.20
N  -3.69  16.03  26.57
C  -4.13  14.64  26.62
C  -5.48  14.33  25.88
O  -6.03  13.09  26.22
C  -5.39  11.99  25.63
H  -0.20  13.41  25.57
H  0.36  14.67  24.41
H  -0.89  13.45  24.03
H  -2.93  14.63  24.19
H  -1.95  16.01  23.63
H  -4.23  16.60  24.62
H  -2.83  17.45  25.30
H  -2.80  15.99  27.04
H  -4.50  14.44  27.63
H  -3.32  13.93  26.45
H  -5.37  14.46  24.80
H  -6.13  15.09  26.30
H  -5.72  11.11  26.17
H  -4.30  12.06  25.72
H  -5.55  11.81  24.56
C  -6.98  26.41  24.81
O  -6.34  25.46  25.60
C  -6.80  24.14  25.45
C  -6.39  23.36  26.69
N  -6.76  24.09  27.89
C  -6.22  23.49  29.13
C  -4.72  23.74  29.33
O  -4.57  25.16  29.27
C  -3.66  25.72  30.20
H  -6.56  27.41  24.82
H  -8.04  26.49  25.10
H  -7.00  26.14  23.75
H  -6.45  23.64  24.55
H  -7.89  24.15  25.37
H  -5.31  23.16  26.67
H  -6.85  22.37  26.61
H  -6.19  24.93  27.85
H  -6.40  22.41  29.12
H  -6.75  23.83  30.02
H  -4.13  23.31  28.51
H  -4.39  23.35  30.30
H  -4.13  25.94  31.16
H  -3.27  26.62  29.73
H  -2.84  25.04  30.42
C  -8.76  20.84  28.46
O  -8.90  19.49  28.09
C  -7.67  18.83  27.96
C  -7.85  17.63  27.05
N  -8.30  18.08  25.71
C  -7.14  18.46  24.89
C  -7.52  19.58  23.91
O  -8.01  20.69  24.63
C  -9.35  21.08  24.37
H  -8.12  21.40  27.76
H  -8.19  20.84  29.40
H  -9.68  21.40  28.56
H  -7.12  18.56  28.88
H  -6.94  19.56  27.56
H  -8.65  17.03  27.47
H  -6.95  17.05  26.84
H  -8.85  18.91  25.87
H  -6.77  17.58  24.36
H  -6.39  18.88  25.57
H  -8.26  19.18  23.21
H  -6.65  19.96  23.37
H  -9.86  21.46  25.25
H  -9.93  20.22  24.02
H  -9.36  21.91  23.65
C  -13.11  19.64  25.72
O  -13.08  18.30  25.31
C  -11.76  17.76  25.16
C  -11.60  16.76  24.01
N  -12.28  15.49  24.18
C  -13.71  15.50  24.31
C  -14.32  14.11  24.57
O  -15.73  14.13  24.39
C  -16.41  14.36  25.61
H  -14.10  20.01  25.95
H  -12.74  20.36  24.97
H  -12.43  19.74  26.57
H  -11.51  17.28  26.12
H  -11.13  18.64  25.03
H  -10.52  16.61  23.92
H  -12.06  17.23  23.14
H  -11.83  15.02  24.96
H  -14.28  15.94  23.49
H  -13.96  16.13  25.18
H  -14.06  13.81  25.59
H  -13.93  13.38  23.86
H  -17.46  14.45  25.34
H  -16.21  15.37  25.99
H  -16.23  13.57  26.34


Record 3
# C24H60N5O11

A 5-piece molecular cluster, C24H60N5O11 overall (the ωB97M-V functional and the def2-TZVPD basis, the Open Molecules 2025 dataset).

For the HOMO energy, the calculation gives -4.32 eV. The calculation puts the energy above the lowest of the compared OMol25 structures with the same formula, charge and spin at 33.4 kcal per mole. The calculation puts the largest force on an atom at 6.1 eV/A. Its charge is -1. As for the multiplicity: 1. The value obtained for the total energy is -2051.4756 hartree. For the lowest unoccupied orbital energy, the calculation gives 2.496 eV.

Atoms and positions in Å:
N  10.13  -8.00  -19.38
O  10.57  -8.55  -18.43
O  10.28  -8.49  -20.49
O  9.64  -6.93  -19.21
C  7.49  -11.90  -19.95
O  8.55  -11.61  -19.05
C  8.14  -11.75  -17.71
C  9.28  -11.41  -16.79
N  10.47  -12.31  -16.96
C  11.46  -12.00  -15.95
C  12.72  -12.89  -16.06
O  13.37  -12.72  -17.36
C  14.58  -13.44  -17.44
H  7.56  -12.96  -20.20
H  7.67  -11.28  -20.83
H  6.45  -11.73  -19.67
H  7.97  -12.82  -17.56
H  7.19  -11.27  -17.47
H  8.97  -11.53  -15.75
H  9.53  -10.35  -16.90
H  10.12  -13.25  -17.02
H  11.07  -12.23  -14.95
H  11.61  -10.93  -15.84
H  12.45  -13.93  -15.85
H  13.41  -12.64  -15.25
H  14.48  -14.52  -17.34
H  15.25  -13.17  -16.62
H  15.03  -13.11  -18.37
C  9.09  -3.74  -19.78
O  8.26  -4.51  -20.64
C  6.83  -4.34  -20.44
C  6.32  -4.58  -18.99
N  6.75  -5.83  -18.48
C  6.55  -5.99  -17.02
C  6.85  -7.42  -16.57
O  6.39  -7.55  -15.17
C  5.17  -8.22  -14.81
H  8.85  -2.67  -19.83
H  10.10  -3.73  -20.18
H  9.09  -4.11  -18.76
H  6.45  -5.14  -21.09
H  6.48  -3.42  -20.90
H  5.23  -4.50  -18.92
H  6.72  -3.75  -18.41
H  7.67  -6.09  -18.81
H  5.52  -5.78  -16.75
H  7.02  -5.14  -16.52
H  7.94  -7.51  -16.49
H  6.41  -8.09  -17.30
H  5.05  -8.18  -13.72
H  5.01  -9.25  -15.11
H  4.29  -7.69  -15.16
C  6.80  -8.49  -20.91
O  7.09  -8.81  -22.29
C  6.17  -9.73  -22.84
C  6.27  -10.04  -24.35
N  7.52  -10.74  -24.71
C  7.71  -12.11  -24.17
C  6.54  -13.07  -24.45
O  6.41  -13.29  -25.84
C  7.12  -14.34  -26.51
H  7.05  -9.32  -20.24
H  5.76  -8.21  -20.75
H  7.41  -7.63  -20.62
H  5.18  -9.31  -22.63
H  6.13  -10.65  -22.24
H  6.26  -9.07  -24.83
H  5.37  -10.50  -24.75
H  7.60  -10.75  -25.71
H  8.02  -12.16  -23.12
H  8.67  -12.51  -24.52
H  5.55  -12.77  -24.09
H  6.63  -13.93  -23.79
H  6.80  -15.27  -26.04
H  8.17  -14.36  -26.24
H  6.99  -14.30  -27.59
C  10.70  -5.48  -16.47
O  11.89  -5.39  -15.66
C  12.93  -6.22  -16.18
C  13.49  -5.90  -17.65
N  14.69  -5.16  -17.62
C  14.67  -3.86  -16.94
C  15.97  -3.13  -17.28
O  16.16  -2.81  -18.69
C  17.26  -1.95  -19.03
H  9.99  -4.95  -15.84
H  10.41  -6.52  -16.61
H  10.70  -5.02  -17.46
H  12.65  -7.27  -16.04
H  13.87  -6.22  -15.62
H  12.80  -5.30  -18.23
H  13.64  -6.84  -18.19
H  15.10  -5.06  -18.54
H  14.66  -3.94  -15.85
H  13.77  -3.37  -17.31
H  16.84  -3.75  -17.09
H  16.06  -2.16  -16.77
H  17.19  -0.93  -18.64
H  17.23  -1.73  -20.10
H  18.19  -2.44  -18.78


Record 4
# C24H60NO12

C24H60NO12 as an isolated structure (the ωB97M-V functional and the def2-TZVPD basis, the Open Molecules 2025 dataset).

For the HOMO energy, the calculation gives -10.83 eV. The calculation puts the largest force on an atom at 17.1 eV/A. Its charge is +1. As for the multiplicity: 1. The value obtained for the total energy is -1906.7461 hartree. For the lowest unoccupied orbital energy, the calculation gives -1.485 eV.

Atoms and positions in Å:
N  -1.06  1.46  0.83
H  -0.98  0.37  0.81
H  -1.49  1.77  1.70
H  -1.33  1.67  -0.15
H  -0.03  1.92  0.93
C  6.53  -6.01  -2.28
O  5.19  -5.44  -2.68
C  4.16  -5.66  -1.76
C  2.91  -5.50  -2.61
O  2.59  -4.35  -2.64
C  1.28  -4.07  -3.28
C  0.93  -2.54  -3.30
O  1.20  -1.99  -1.99
C  1.09  -0.56  -1.89
H  6.71  -7.04  -2.24
H  6.80  -5.90  -1.13
H  7.29  -5.62  -2.83
H  4.30  -4.95  -1.09
H  4.13  -6.79  -1.57
H  1.98  -6.06  -2.34
H  3.06  -5.83  -3.59
H  0.53  -4.69  -2.81
H  1.15  -4.46  -4.21
H  -0.07  -2.38  -3.51
H  1.44  -1.72  -3.84
H  1.87  0.09  -2.39
H  1.34  -0.26  -0.90
H  0.15  -0.18  -2.18
C  -4.35  3.20  1.99
O  -2.96  3.59  1.79
C  -2.90  4.51  0.67
C  -1.50  5.01  0.31
O  -0.73  4.16  0.01
C  0.44  4.75  -0.55
C  1.24  3.55  -0.94
O  0.43  2.64  -1.60
C  1.06  1.56  -2.16
H  -4.75  3.79  2.81
H  -4.22  2.32  2.78
H  -5.03  3.03  1.26
H  -3.50  5.35  0.81
H  -3.55  3.99  -0.15
H  -1.33  5.75  0.95
H  -1.51  5.84  -0.66
H  0.91  5.39  0.28
H  0.23  5.32  -1.35
H  1.71  3.20  0.06
H  2.01  4.02  -1.41
H  1.85  1.09  -1.55
H  1.59  1.73  -3.12
H  0.44  0.83  -2.28
C  3.06  0.89  1.30
O  1.85  0.16  1.05
C  2.04  -1.10  0.30
C  0.75  -1.85  0.13
O  -0.09  -1.34  -0.73
C  -1.36  -2.00  -0.89
C  -2.11  -1.28  -2.10
O  -2.09  0.12  -1.69
C  -2.78  0.94  -2.49
H  3.77  0.93  0.36
H  3.71  0.25  1.84
H  2.91  1.69  1.91
H  2.96  -1.63  0.67
H  2.45  -0.88  -0.72
H  0.35  -2.25  1.06
H  1.17  -2.72  -0.36
H  -1.96  -1.89  -0.02
H  -1.31  -3.04  -1.10
H  -3.07  -1.72  -2.39
H  -1.31  -1.44  -2.93
H  -2.20  1.17  -3.22
H  -3.15  1.81  -1.79
H  -3.54  0.56  -2.94
C  -4.80  -0.17  0.77
O  -3.43  -0.16  1.30
C  -3.48  -0.61  2.71
C  -2.05  -0.91  3.32
O  -1.53  0.19  3.60
C  -0.20  0.01  4.17
C  0.37  1.45  4.49
O  0.42  2.10  3.15
C  0.54  3.51  3.24
H  -5.31  -1.16  0.70
H  -4.65  0.27  -0.32
H  -5.58  0.46  1.25
H  -3.92  -1.60  2.76
H  -4.06  -0.01  3.25
H  -1.11  -1.50  2.81
H  -2.06  -1.56  4.09
H  0.46  -0.45  3.42
H  0.08  -0.68  4.98
H  1.46  1.48  5.08
H  -0.22  1.99  5.01
H  0.10  4.16  2.33
H  1.57  3.96  3.52
H  0.09  3.91  4.13